Entry from the Open Molecules 2025 dataset: a molecular structure, C23H45Cl3CoN2O4PSi in a non-equilibrium geometry (ωB97M-V/def2-TZVPD).

The geometry in XYZ format:
```
80
Properties=species:S:1:pos:R:3:mulliken_charge:R:1
C 1.50 -1.04 -3.46 -1.595
C 1.02 0.38 -3.32 0.145
H 1.20 -1.47 -4.42 0.404
H 1.11 -1.67 -2.64 0.254
H 2.61 -1.08 -3.39 0.295
C 0.61 1.14 -4.34 0.220
C 0.41 0.71 -5.74 -1.527
H 0.40 2.19 -4.16 0.457
H 0.59 -0.35 -5.91 0.377
H 1.05 1.28 -6.41 0.299
H -0.62 0.93 -6.05 0.295
Co 0.19 -0.45 0.90 1.187
Cl 2.31 0.24 1.14 -0.690
Cl -0.21 -2.53 1.36 -0.535
C 0.47 3.07 1.43 -0.167
O -0.41 2.25 1.08 -0.306
N 0.19 4.30 1.93 0.363
C -1.19 4.69 2.15 -0.960
C 1.19 5.36 2.02 -0.946
H 1.54 2.86 1.33 0.335
H -1.79 3.78 2.29 0.219
H -1.57 5.27 1.29 0.271
H -1.24 5.32 3.05 0.386
H 2.19 4.93 1.87 0.290
H 1.14 5.83 3.01 0.354
H 1.00 6.14 1.25 0.297
H -1.37 -1.12 -2.56 0.174
H -2.34 1.35 -3.35 0.167
C -2.27 -1.15 -1.93 -0.962
C -3.18 1.00 -2.71 -0.801
N -2.70 0.19 -1.61 0.291
H -2.05 -1.68 -1.00 0.205
C -2.68 0.63 -0.33 0.220
O -2.34 -0.07 0.64 -0.539
H -3.72 1.88 -2.33 0.317
H -2.99 1.70 -0.20 0.155
H -3.05 -1.67 -2.49 0.427
H -3.84 0.40 -3.35 0.327
O 0.10 0.15 -1.14 -0.099
C 1.01 0.86 -1.86 -0.482
C -0.27 3.09 -1.78 0.784
C 0.94 2.40 -1.75 0.494
H -1.19 2.50 -1.75 -0.101
C -0.27 4.50 -1.83 -0.801
H 1.99 0.62 -1.44 0.472
C 2.13 3.11 -1.69 -0.253
H -1.23 5.02 -1.87 0.427
C 0.94 5.20 -1.80 -0.639
C 2.14 4.50 -1.71 -0.834
H 3.06 2.52 -1.62 0.401
H 0.93 6.30 -1.79 0.415
H 3.10 5.04 -1.66 0.360
Si 0.34 -6.42 -0.03 0.607
Cl 0.47 -5.50 -1.90 -0.333
C -1.51 -6.57 0.31 -0.945
C 1.50 -5.42 1.04 -0.528
C 0.91 -8.22 -0.05 -0.981
H -2.07 -5.67 0.02 0.253
H -1.69 -6.78 1.37 0.314
H -1.90 -7.42 -0.28 0.282
H 0.23 -8.85 -0.65 0.263
H 0.88 -8.59 0.99 0.307
H 1.93 -8.34 -0.43 0.283
H 1.29 -4.34 0.99 -0.109
H 2.53 -5.57 0.71 0.306
H 1.44 -5.72 2.09 0.306
C -0.74 0.75 5.32 -1.288
P 0.00 -0.35 4.11 1.113
C 1.78 -0.13 4.40 -1.219
C -0.69 -2.00 4.44 -1.330
O -0.45 0.16 2.75 -0.358
H -1.57 0.21 5.79 0.406
H -1.11 1.63 4.79 0.220
H 0.00 1.02 6.06 0.405
H 2.03 -0.23 5.46 0.454
H 2.37 -0.85 3.82 0.323
H 2.05 0.87 4.04 0.294
H -1.60 -2.10 3.82 0.327
H 0.02 -2.78 4.17 0.288
H -0.97 -2.09 5.50 0.491
```

The HOMO energy (spin up / spin down) comes out at -0.3207 / -0.3184 Eh. As for the spin multiplicity: 5.

Entry from the Open Molecules 2025 dataset: a molecular structure, C23H45Cl3FeN2O4PSi in a non-equilibrium geometry (ωB97M-V/def2-TZVPD).

The geometry in XYZ format:
```
80
Properties=species:S:1:pos:R:3:mulliken_charge:R:1
C 2.31 -2.58 -6.07 -1.728
C 1.80 -1.65 -7.13 0.903
H 1.84 -3.58 -6.18 0.333
H 2.14 -2.19 -5.07 0.221
H 3.38 -2.76 -6.24 0.336
C 1.79 -2.13 -8.40 -0.352
C 2.04 -3.54 -8.85 -1.498
H 1.71 -1.42 -9.24 0.392
H 1.41 -4.27 -8.33 0.302
H 3.09 -3.86 -8.75 0.269
H 1.83 -3.64 -9.92 0.395
Fe 2.52 1.21 -4.48 -0.464
Cl 2.53 0.18 -2.60 -0.538
Cl 3.97 2.67 -5.17 -0.613
C 0.39 3.75 -2.42 -0.159
O 0.16 2.54 -2.54 -0.222
N -0.55 4.73 -2.48 0.156
C -1.97 4.43 -2.66 -0.728
C -0.11 6.06 -2.87 -0.903
H 1.39 4.18 -2.21 0.332
H -2.30 3.71 -1.90 0.118
H -2.19 4.05 -3.67 0.328
H -2.51 5.37 -2.53 0.384
H 0.81 6.31 -2.32 0.323
H -0.91 6.77 -2.61 0.268
H 0.09 6.11 -3.95 0.322
H 0.14 -4.43 -1.05 0.271
H -0.99 -4.27 -3.92 0.469
C -0.82 -4.93 -1.29 -1.074
C -1.97 -4.26 -3.40 -1.170
N -1.75 -4.04 -1.98 0.357
H -1.28 -5.26 -0.33 0.390
C -2.46 -3.10 -1.30 0.341
O -3.22 -2.28 -1.82 -0.622
H -2.59 -3.44 -3.78 0.247
H -2.26 -3.12 -0.20 0.030
H -0.63 -5.81 -1.92 0.386
H -2.46 -5.23 -3.59 0.352
O 1.52 0.21 -5.55 0.580
C 1.85 -0.15 -6.85 -0.181
C 0.10 0.25 -8.67 -0.018
C 1.12 0.73 -7.83 0.544
H -0.25 -0.78 -8.59 0.786
C -0.47 1.04 -9.69 -1.162
H 2.91 0.12 -6.83 0.356
C 1.67 1.97 -8.15 0.003
H -1.28 0.65 -10.32 0.333
C 0.07 2.30 -9.96 -0.444
C 1.14 2.76 -9.18 -0.785
H 2.56 2.32 -7.61 0.208
H -0.29 2.89 -10.81 0.353
H 1.60 3.72 -9.43 0.392
Si -1.29 -0.12 -4.83 0.982
Cl -0.39 -1.78 -4.05 -0.382
C -1.91 -0.86 -6.45 -1.327
C -0.90 1.74 -5.43 -0.983
C -2.42 0.48 -3.47 -0.538
H -1.96 -0.15 -7.29 0.333
H -2.93 -1.10 -6.10 0.438
H -1.42 -1.78 -6.80 0.214
H -3.11 -0.34 -3.19 0.342
H -2.94 1.40 -3.83 0.369
H -1.73 0.71 -2.62 -0.164
H -0.99 1.79 -6.52 0.438
H 0.04 2.23 -5.15 -0.062
H -1.68 2.39 -5.02 0.223
C 0.79 -0.01 1.69 -1.241
P -0.72 -0.16 0.65 1.157
C -1.91 -1.10 1.68 -1.358
C -1.33 1.54 0.64 -0.904
O -0.53 -0.78 -0.70 -0.470
H 1.03 -1.00 2.13 0.347
H 0.62 0.71 2.50 0.379
H 1.61 0.34 1.04 0.311
H -2.18 -0.54 2.58 0.391
H -2.80 -1.29 1.07 0.288
H -1.45 -2.06 1.98 0.334
H -0.80 2.09 -0.15 -0.118
H -2.41 1.54 0.47 0.368
H -1.12 2.01 1.61 0.510
```

The net charge is -1. The HOMO energy (spin up / spin down) comes out at -0.1809 / -0.1660 Eh. The value obtained for the relative energy (zero: lowest compared OMol25 entry of this formula, charge and spin) is 1.7871 eV. As for the spin multiplicity: 5.

| no. | molecular weight (u) |
| --- | --- |
| 1 | 637.975 |
| 2 | 634.887 |